1.
# C3H4N4O

A single C3H4N4O molecule in a non-equilibrium geometry (ωB97M-V with the def2-TZVPD basis set, the OMol25 dataset).

The calculation puts the LUMO energy at 0.21 eV. Its maximum force is 6.05 eV/Å. As for the energy above the lowest of the compared OMol25 structures with the same formula, charge and spin: 154.2 kcal/mol. Its HOMO-LUMO gap is 0.3702 Ha. Its SMILES is [H]/N=C/N1C=NN=CO1.

Each line ends with the Löwdin charge.
Geometry (Å):
H1 2.7752 1.2136 -1.1599  0.02
N1 2.0475 1.1319 -0.5442  0.13
C1 1.2833 0.2678 -1.0485  -0.16
N2 0.3476 -0.6864 -0.0978  0.05
C2 -1.1695 -0.6213 -0.6264  -0.14
N3 -2.2084 -0.7348 0.1307  0.06
N4 -1.9664 -0.4872 1.6109  0.06
C3 -0.9220 0.1197 1.8244  -0.29
O1 0.1102 0.3381 0.9777  -0.14
H2 1.3860 -0.1767 -2.0342  0.11
H3 -1.2178 -0.9830 -1.7586  0.14
H4 -0.4658 0.6183 2.7259  0.15



2.
# C3H4N4O

A single C3H4N4O molecule in a non-equilibrium geometry (ωB97M-V with the def2-TZVPD basis set, the OMol25 dataset).

The calculation puts the LUMO energy at 0.06 eV. Its maximum force is 5.48 eV/Å. As for the energy above the lowest of the compared OMol25 structures with the same formula, charge and spin: 129.2 kcal/mol. Its HOMO-LUMO gap is 0.3490 Ha. Its SMILES is O/N=C\n1nccn1.

Each line ends with the Löwdin charge.
Geometry (Å):
O1 0.8375 -2.4620 0.5850  -0.13
N1 1.9045 -1.6007 0.6363  -0.03
C1 1.5356 -0.3703 0.6672  -0.19
N2 0.2574 0.0499 0.3182  -0.10
N3 0.0031 1.3767 0.3623  0.03
C2 -1.0639 1.7487 -0.1930  -0.13
C3 -1.4675 0.5530 -0.9413  -0.14
N4 -0.6948 -0.4792 -0.7373  0.11
H1 -0.0279 -2.1244 0.0567  0.12
H2 2.6490 0.2123 0.7899  0.19
H3 -1.6267 2.7684 0.0708  0.16
H4 -2.3063 0.3276 -1.6147  0.11



3.
# C3H4N4O

A single C3H4N4O molecule in a non-equilibrium geometry (ωB97M-V with the def2-TZVPD basis set, the OMol25 dataset).

The calculation puts the LUMO energy (alpha / beta) at -0.28 / -0.28 eV. Its maximum force is 4.91 eV/Å. As for the energy above the lowest of the compared OMol25 structures with the same formula, charge and spin: 177.6 kcal/mol. Its HOMO-LUMO gap (alpha / beta) is 0.2754 / 0.2753 Ha.

Each line ends with the Löwdin charge.
Geometry (Å):
C1 -0.8757 0.0722 0.5452  -0.20
C2 -0.1185 -0.9349 0.0619  -0.10
C3 -0.1209 1.2213 -1.8331  -0.09
N1 -1.3839 1.2229 0.0686  -0.02
N2 1.0236 1.2540 -1.5174  -0.08
N3 -1.1546 1.7148 -1.1746  -0.06
N4 1.1438 -1.1802 -0.0356  0.12
O1 2.1712 0.8162 -1.6102  -0.05
H1 -1.2840 -0.1343 1.4984  0.10
H2 -2.0144 2.0244 -1.6748  0.16
H3 1.8376 -0.4271 0.0573  0.11
H4 1.4512 -2.1185 -0.2105  0.11



4.
# C3H4N4O

C3H4N4O as an isolated structure in a non-equilibrium geometry (ωB97M-V with the def2-TZVPD basis set, the OMol25 dataset).

The calculation puts the LUMO energy at 0.08 eV. Its maximum force is 6.97 eV/Å. As for the energy above the lowest of the compared OMol25 structures with the same formula, charge and spin: 187.5 kcal/mol. Its HOMO-LUMO gap is 0.3641 Ha.

Each line ends with the Löwdin charge.
Geometry (Å):
C1 1.0540 1.0314 -0.1833  -0.02
C2 1.5213 -0.2802 -0.2103  -0.29
C3 -1.2043 -0.3463 0.9815  -0.20
H1 1.7235 1.9129 -0.4178  0.06
H2 -0.1607 1.3827 0.1115  0.12
H3 2.7304 -0.5516 -0.8140  0.22
H4 -0.9203 0.1851 2.0633  0.20
N1 -0.4751 -1.0624 0.0646  -0.15
N2 -2.2776 0.0185 0.3411  -0.01
N3 -1.9833 -0.0233 -0.9634  -0.01
N4 -0.9378 -0.8812 -1.1922  0.10
O1 0.9299 -1.3857 0.2192  -0.02



5.
# C3H4N4O

A single C3H4N4O molecule in a non-equilibrium geometry (ωB97M-V with the def2-TZVPD basis set, the OMol25 dataset).

The calculation puts the LUMO energy at 0.88 eV. Its maximum force is 4.82 eV/Å. As for the energy above the lowest of the compared OMol25 structures with the same formula, charge and spin: 110.3 kcal/mol. Its HOMO-LUMO gap is 0.3795 Ha. Its SMILES is c1nncocn[nH]1.

Each line ends with the Löwdin charge.
Geometry (Å):
C1 1.6228 -0.1569 -0.4548  -0.10
N1 1.0136 -1.3081 -0.3658  0.01
N2 -0.0121 -1.5164 0.4287  0.02
C2 -1.1136 -0.9423 0.4137  -0.28
O1 -1.6380 -0.1055 -0.5134  -0.01
C3 -1.0462 1.2013 -0.2279  -0.16
N3 0.0287 1.6679 0.2317  0.05
N4 1.1988 0.9381 0.5078  -0.01
H1 2.6094 -0.0970 -0.9857  0.12
H2 -1.8299 -1.5537 1.1131  0.16
H3 -1.9279 1.7473 -0.5294  0.12
H4 1.8715 1.6636 0.5055  0.08



6.
# C3H4N4O

A single C3H4N4O molecule in a non-equilibrium geometry (ωB97M-V with the def2-TZVPD basis set, the OMol25 dataset).

The calculation puts the LUMO energy at 0.80 eV. Its maximum force is 8.85 eV/Å. As for the energy above the lowest of the compared OMol25 structures with the same formula, charge and spin: 127.4 kcal/mol. Its HOMO-LUMO gap is 0.3664 Ha. Its SMILES is c1nncocn[nH]1.

Each line ends with the Löwdin charge.
Geometry (Å):
C1 1.3601 0.0904 -0.8739  -0.26
N1 0.4302 -0.4592 -1.6135  0.06
N2 -0.8737 0.1619 -1.4144  0.03
C2 -1.7142 -0.0382 -0.4819  -0.31
O1 -1.5850 -0.8144 0.5769  -0.05
C3 -0.3650 -0.5563 1.4014  -0.06
N3 0.6293 0.2321 1.2032  0.03
N4 1.1661 0.8007 0.1933  -0.04
H1 2.4501 -0.0259 -1.3016  0.16
H2 -2.7750 0.4925 -0.6833  0.17
H3 -0.7732 -0.8673 2.4264  0.15
H4 2.0503 0.9838 0.5673  0.12



7.
# C3H4N4O

A single C3H4N4O molecule in a non-equilibrium geometry (ωB97M-V with the def2-TZVPD basis set, the OMol25 dataset).

The calculation puts the LUMO energy at -0.50 eV. Its maximum force is 2.75 eV/Å. As for the energy above the lowest of the compared OMol25 structures with the same formula, charge and spin: 110.4 kcal/mol. Its HOMO-LUMO gap is 0.3124 Ha. Its SMILES is N/N=c1\ccnno1.

Each line ends with the Löwdin charge.
Geometry (Å):
N1 0.8603 1.9168 -1.7402  -0.01
N2 -0.3072 1.3914 -1.1497  0.02
C1 -0.1063 0.4061 -0.4213  -0.38
C2 1.1269 -0.2292 0.0868  0.03
C3 0.9329 -1.3146 0.8220  -0.07
N3 -0.3247 -1.6643 1.4350  0.03
N4 -1.3313 -1.0162 1.1904  0.05
O1 -1.2218 -0.1042 0.1771  -0.02
H1 1.4032 2.4118 -1.0262  0.08
H2 0.5215 2.7320 -2.2628  0.08
H3 2.0494 -0.0584 -0.3613  0.09
H4 1.8000 -1.8193 1.1604  0.10



8.
# C3H4N4O2S

A 2-piece molecular cluster, C3H4N4O2S overall in a non-equilibrium geometry (ωB97M-V with the def2-TZVPD basis set, the OMol25 dataset).

The calculation puts the LUMO energy (alpha / beta) at -0.06 / -0.06 eV. Its maximum force is 3.95 eV/Å. As for the energy above the lowest of the compared OMol25 structures with the same formula, charge and spin: 56.9 kcal/mol. Its HOMO-LUMO gap (alpha / beta) is 0.3142 / 0.3142 Ha.

Each line ends with the Löwdin charge.
Geometry (Å):
C1 -0.4962 -0.4732 0.3270  -0.64
C2 -2.6521 -2.3254 -0.2479  -0.48
C3 -2.3873 1.7865 0.5865  -0.51
N1 -0.8845 0.1850 1.4468  0.05
N2 -1.5177 1.2428 1.1951  -0.05
N3 -1.0424 -0.1458 -0.7598  0.11
N4 0.6032 -1.2353 0.5807  0.14
O1 -2.1690 -3.3266 -0.5308  0.21
O2 -3.1878 -1.3563 0.0307  0.19
S1 -2.9879 3.2873 0.1886  0.80
H1 -0.6838 -0.6462 -1.6453  0.10
H2 1.0317 -1.0926 1.4509  0.07
H3 1.2490 -1.2902 -0.1835  0.10
H4 -4.3587 3.1801 -0.0504  -0.09



9.
# C3H4N4P2

C3H4N4P2 as an isolated structure in a non-equilibrium geometry (ωB97M-V with the def2-TZVPD basis set, the OMol25 dataset).

The calculation puts the LUMO energy at -0.21 eV. Its maximum force is 6.92 eV/Å. As for the energy above the lowest of the compared OMol25 structures with the same formula, charge and spin: 24.3 kcal/mol. Its HOMO-LUMO gap is 0.3051 Ha.

Each line ends with the Löwdin charge.
Geometry (Å):
C1 -1.3776 0.6527 0.5210  -0.13
C2 -2.3012 -0.1971 -0.3593  -0.16
C3 -0.1479 0.2028 0.5154  -0.29
N1 -1.7724 -1.3167 -0.6222  -0.10
N2 2.2819 -0.9911 0.5386  -0.56
N3 -0.5960 -1.4860 -0.2933  0.04
N4 2.1393 1.1785 -0.1836  -0.47
P1 3.1359 -0.1569 -0.5300  0.73
P2 1.4708 0.3952 1.1836  0.68
H1 -1.7462 1.6434 0.8627  0.11
H2 -3.3874 -0.1103 -0.5508  0.10
H3 0.1562 -1.9322 -0.7334  0.07
H4 2.1446 2.1177 -0.3487  -0.01



10.
# C3H4NO

A 2-piece molecular cluster, C3H4NO overall in a non-equilibrium geometry (ωB97M-V with the def2-TZVPD basis set, the OMol25 dataset).

The calculation puts the LUMO energy at 4.33 eV. Its maximum force is 4.24 eV/Å. As for the energy above the lowest of the compared OMol25 structures with the same formula, charge and spin: 68.2 kcal/mol. The net charge is -1. Its HOMO-LUMO gap is 0.2904 Ha.

Each line ends with the Löwdin charge.
Geometry (Å):
C1 -0.6166 0.0484 0.0595  -0.42
C2 0.4820 0.5280 0.0866  -0.15
C3 -1.9682 -0.4511 0.1108  -0.26
N1 3.0397 0.5877 -0.5236  -0.09
O1 3.4040 -0.5347 -0.0605  -0.23
H1 -2.0826 -1.4719 -0.3008  0.05
H2 -2.6569 -0.2927 0.9744  0.05
H3 -2.6278 0.1586 -0.4943  0.03
H4 3.0267 1.4277 0.1479  0.01



11.
# C3H4NO

An isolated ion of composition C3H4NO and charge +1 in a non-equilibrium geometry (ωB97M-V with the def2-TZVPD basis set, the OMol25 dataset).

The calculation puts the LUMO energy at -6.78 eV. Its maximum force is 3.02 eV/Å. As for the energy above the lowest of the compared OMol25 structures with the same formula, charge and spin: 110.2 kcal/mol. The net charge is +1. Its HOMO-LUMO gap is 0.3757 Ha.

Each line ends with the Löwdin charge.
Geometry (Å):
C1 -1.5207 0.1906 0.0611  -0.32
C2 -0.1771 1.3151 -0.0080  0.20
C3 -0.5963 -1.0565 -0.0451  0.08
N1 -1.5570 1.4742 -0.0119  0.25
O1 -2.0176 -0.9804 0.0140  0.20
H1 0.4356 1.3833 0.8464  0.13
H2 0.4358 1.3125 -0.8573  0.12
H3 -0.0779 -1.3989 -1.0009  0.17
H4 -0.3504 -1.5219 0.9776  0.18



12.
# C3H4NO

An isolated ion of composition C3H4NO and charge +1 in a non-equilibrium geometry (ωB97M-V with the def2-TZVPD basis set, the OMol25 dataset).

The calculation puts the LUMO energy (alpha / beta) at -7.35 / -7.04 eV. Its maximum force is 3.96 eV/Å. As for the energy above the lowest of the compared OMol25 structures with the same formula, charge and spin: 114.2 kcal/mol. The net charge is +1. Its HOMO-LUMO gap (alpha / beta) is 0.2655 / 0.2999 Ha. Its SMILES is C=CC=[N+]=O.

Each line ends with the Löwdin charge.
Geometry (Å):
C1 1.6220 -0.0185 0.0554  0.18
C2 0.3744 0.6000 -0.0192  -0.10
C3 -0.6646 -0.3501 0.0180  0.09
N1 -2.2074 -0.1211 -0.3021  0.08
O1 -3.1824 0.0866 0.2540  0.23
H1 2.4715 0.6537 0.3273  0.12
H2 1.8273 -1.0243 -0.2839  0.10
H3 0.4960 1.6645 -0.1027  0.13
H4 -0.7370 -1.4908 0.0531  0.17



> maximum force of number 8 (C3H4N4O2S)?

3.95 eV/Å



> maximum force of number 7 (C3H4N4O)?

2.75 eV/Å



> Which of these has the lowest maximum force?

number 7



> What is the maximum force in the third record?

4.91 eV/Å